Model P:
A 2-piece molecular cluster, C4H8O2S overall, computed with ωB97M-V with the def2-TZVPD basis set.

```
15
Properties=species:S:1:pos:R:3:nbo_charge:R:1
C -3.17 1.46 -0.10 0.27
C 0.19 0.18 -0.20 0.00
C 1.95 1.74 0.40 -0.30
C -0.19 -2.35 0.02 -0.74
O -3.77 0.63 0.52 -0.51
O 0.58 1.39 -0.04 -0.48
S 1.12 -1.13 0.38 0.20
H -2.04 1.48 -0.01 0.13
H -3.70 2.14 -0.83 0.10
H 2.46 2.20 -0.48 0.20
H 2.57 0.98 0.83 0.20
H 1.87 2.60 0.97 0.20
H -0.10 -3.27 0.75 0.23
H -0.24 -2.51 -1.05 0.23
H -1.08 -1.71 0.34 0.26
```

* HOMO-LUMO gap: 8.936 eV
* LUMO level: 0.02545 hartree


Model Q:
C4H8O2S in the gas phase, computed with ωB97M-V with the def2-TZVPD basis set.

```
15
Properties=species:S:1:pos:R:3:nbo_charge:R:1
C 1.16 1.25 -0.62 -0.16
C -1.09 -0.78 0.41 -0.46
C 0.35 -1.31 0.22 -0.07
C -1.17 0.79 0.20 -0.06
O -0.15 1.18 -0.84 -0.55
O 1.02 -1.32 -0.99 -0.67
S 2.23 -0.15 -1.46 0.40
H 1.38 1.19 0.50 0.18
H 1.41 2.22 -1.22 0.21
H -1.82 -1.19 -0.25 0.21
H -1.47 -1.13 1.41 0.22
H 0.87 -0.86 1.17 0.16
H 0.37 -2.40 0.48 0.20
H -0.98 1.29 1.20 0.17
H -2.11 1.21 -0.21 0.21
```

* SMILES string: C1COCSOC1
* HOMO-LUMO gap: 9.122 eV
* LUMO level: 0.02236 hartree


Tell me which of them is the least stable. Sure, it is model P.


Model P:
C16H17Cl2IrN4S4 as an isolated structure, computed with ωB97M-V with the def2-TZVPD basis set.

```
44
Properties=species:S:1:pos:R:3:lowdin_spin:R:1
Ir 0.82 -0.20 0.06 0.12
C -1.58 -1.85 0.60 0.00
C -0.56 -2.41 1.57 0.00
N 0.82 -2.01 1.19 0.00
C 1.70 -1.87 2.37 0.00
C 1.34 -0.64 3.21 0.00
S 0.74 0.78 2.21 0.02
C -1.08 0.70 2.49 0.00
C -1.84 0.59 1.18 0.00
N -1.28 -0.44 0.26 0.00
H -2.59 -1.94 1.01 0.00
H -1.54 -2.41 -0.33 0.00
H -0.64 -3.50 1.60 0.00
H -0.74 -2.06 2.59 0.00
H 1.20 -2.72 0.56 0.00
H 2.72 -1.79 2.01 0.00
H 1.65 -2.76 3.00 0.00
H 2.23 -0.29 3.73 0.00
H 0.59 -0.84 3.96 0.00
H -1.37 1.61 3.00 0.00
H -1.28 -0.13 3.16 0.00
H -1.78 1.54 0.64 0.00
H -2.89 0.39 1.38 0.00
H -1.68 -0.25 -0.66 0.00
Cl -1.55 0.24 -2.95 0.00
C -1.65 -1.50 -2.91 0.00
C -2.81 -2.07 -3.41 0.00
C -2.95 -3.44 -3.43 0.00
C -1.93 -4.24 -2.94 0.00
C -0.78 -3.66 -2.43 0.00
Cl 0.42 -4.73 -1.78 0.00
C -0.59 -2.26 -2.40 0.00
S 0.96 -1.66 -1.80 0.02
H -3.59 -1.42 -3.79 0.00
H -3.85 -3.89 -3.84 0.00
H -2.01 -5.32 -2.95 0.00
S 0.70 1.88 -0.92 0.31
C 2.28 2.47 -0.77 0.08
C 2.50 3.84 -1.10 0.00
N 2.66 4.95 -1.35 0.01
C 3.34 1.65 -0.40 0.10
S 3.12 0.00 -0.05 0.28
C 4.68 2.15 -0.37 0.00
N 5.76 2.53 -0.32 0.03
```

* net charge: +1
* HOMO-LUMO gap (alpha / beta): 7.728 / 5.563 eV
* LUMO level (alpha / beta): -0.12554 / -0.20921 hartree
* ⟨S²⟩: 0.77
* 2S+1: 2


Model Q:
C16H17Cl2IrN4S4 as an isolated structure, computed with ωB97M-V with the def2-TZVPD basis set.

```
44
Properties=species:S:1:pos:R:3:lowdin_spin:R:1
Ir 0.08 -0.99 -0.10 0.09
C 0.71 1.32 1.61 0.00
C -0.31 0.57 2.45 0.00
N -1.08 -0.36 1.58 0.00
C -1.60 -1.54 2.29 0.00
C -0.45 -2.47 2.71 0.00
S 0.92 -2.55 1.49 0.02
C 2.21 -1.50 2.27 0.00
C 2.60 -0.33 1.37 0.00
N 1.46 0.38 0.74 0.00
H 1.38 1.90 2.24 0.00
H 0.19 2.01 0.94 0.00
H -0.99 1.28 2.93 0.00
H 0.16 0.00 3.24 0.00
H -1.85 0.16 1.14 0.00
H -2.27 -2.06 1.60 0.00
H -2.18 -1.26 3.17 0.00
H -0.83 -3.49 2.81 0.00
H -0.01 -2.19 3.66 0.00
H 3.08 -2.13 2.43 0.00
H 1.85 -1.17 3.24 0.00
H 3.21 -0.72 0.54 0.00
H 3.22 0.37 1.93 0.00
H 1.84 0.93 -0.03 0.00
Cl 1.61 1.71 -2.27 0.01
C 0.16 2.65 -2.04 0.00
C 0.30 4.01 -2.31 0.00
C -0.80 4.83 -2.24 0.00
C -2.04 4.30 -1.92 0.00
C -2.15 2.95 -1.64 0.00
Cl -3.73 2.36 -1.22 0.00
C -1.05 2.06 -1.68 0.00
S -1.44 0.36 -1.34 0.02
H 1.27 4.39 -2.59 0.00
H -0.70 5.89 -2.46 0.00
H -2.92 4.92 -1.87 0.00
S -1.37 -2.65 -0.86 0.26
C -0.60 -3.23 -2.25 0.12
C -1.29 -4.24 -2.99 0.00
N -1.84 -5.05 -3.58 0.04
C 0.65 -2.78 -2.66 0.08
S 1.48 -1.59 -1.79 0.33
C 1.29 -3.33 -3.81 0.00
N 1.82 -3.75 -4.74 0.01
```

* net charge: +1
* HOMO-LUMO gap (alpha / beta): 7.640 / 5.410 eV
* LUMO level (alpha / beta): -0.12550 / -0.20808 hartree
* ⟨S²⟩: 0.77
* 2S+1: 2


Tell me which of them is the least stable. Sure, it is model Q.


Model P:
An isolated ion of composition C3H8N2O2 and charge +1, computed with ωB97M-V with the def2-TZVPD basis set.

```
15
Properties=species:S:1:pos:R:3:lowdin_spin:R:1
C 0.41 -0.55 -0.25 0.09
C -0.76 -1.35 -0.88 0.05
O -0.44 -2.68 -0.57 0.01
N 0.14 0.84 -0.38 0.59
C 0.25 1.90 0.56 0.02
N 0.57 1.59 1.82 -0.03
O -0.01 2.99 0.11 0.21
H 0.56 -0.79 0.79 0.00
H 1.26 -0.75 -0.89 0.04
H -1.74 -1.06 -0.49 0.00
H -0.75 -1.17 -1.96 0.00
H -1.08 -3.27 -1.00 0.00
H -0.05 1.20 -1.33 0.01
H 1.09 0.74 1.99 0.00
H 0.54 2.35 2.48 0.00
```

* net charge: +1
* HOMO-LUMO gap (alpha / beta): 11.976 / 6.459 eV
* LUMO level (alpha / beta): -0.12024 / -0.32224 hartree
* ⟨S²⟩: 0.77
* 2S+1: 2


Model Q:
An isolated ion of composition C3H8N2O2 and charge +1, computed with ωB97M-V with the def2-TZVPD basis set.

```
15
Properties=species:S:1:pos:R:3:lowdin_spin:R:1
C 0.22 -0.88 0.59 0.10
N 0.19 0.50 0.92 0.40
C 0.57 1.47 -0.05 0.02
O 1.60 1.04 -0.81 0.00
O -0.06 2.45 -0.28 0.09
C -1.25 -1.33 0.15 0.12
N -1.05 -2.60 -0.46 0.21
H 0.85 -0.93 -0.28 0.00
H 0.59 -1.58 1.33 0.02
H -0.25 1.00 1.68 0.01
H 1.66 1.68 -1.53 0.00
H -1.67 -0.70 -0.66 0.00
H -1.86 -1.34 1.05 0.02
H -0.77 -3.28 0.25 0.00
H -1.87 -3.00 -0.90 0.01
```

* net charge: +1
* HOMO-LUMO gap (alpha / beta): 12.462 / 5.504 eV
* LUMO level (alpha / beta): -0.11121 / -0.32605 hartree
* ⟨S²⟩: 0.76
* 2S+1: 2


Tell me which of them is the least stable. Sure, it is model Q.


Model P:
C26H23BrF4FeN4O4PS2SeSi as an isolated structure, computed with ωB97M-V with the def2-TZVPD basis set.

```
68
Properties=species:S:1:pos:R:3:lowdin_spin:R:1
Fe 0.93 -0.45 -0.02 3.70
C 5.38 2.49 1.44 0.00
C 3.87 2.54 1.32 0.00
O 3.25 1.62 2.22 0.00
P 3.09 0.06 1.95 0.00
S 1.31 -0.49 2.59 0.04
S 3.46 -0.46 0.07 0.04
O 4.28 -0.48 2.91 0.00
C 4.81 -1.80 2.76 0.00
C 3.87 -2.89 3.25 0.00
H 5.83 3.26 0.80 0.00
H 5.77 1.52 1.13 0.00
H 5.69 2.67 2.47 0.00
H 3.55 2.31 0.30 0.00
H 3.48 3.51 1.59 0.00
H 5.73 -1.80 3.35 0.00
H 5.07 -1.97 1.71 0.00
H 3.51 -2.67 4.26 0.00
H 4.40 -3.84 3.26 0.00
H 3.00 -2.98 2.60 0.00
F -3.82 -3.78 3.01 0.00
C -3.67 -2.51 2.62 0.02
C -4.52 -1.59 3.14 0.04
F -5.47 -2.03 3.98 0.01
C -4.46 -0.21 2.84 0.06
C -3.40 0.12 1.94 0.04
C -2.54 -0.81 1.43 0.02
F -1.65 -0.35 0.54 0.01
C -2.61 -2.19 1.73 0.07
C -1.76 -3.18 1.21 0.15
C -0.50 -2.90 0.64 0.04
N 0.56 -2.72 0.22 0.09
C -2.06 -4.57 1.21 0.02
N -2.31 -5.70 1.15 0.07
F -3.26 1.38 1.56 0.01
C -5.36 0.74 3.35 0.18
C -6.36 0.43 4.31 0.03
N -7.19 0.25 5.09 0.09
C -5.40 2.11 2.97 0.02
N -5.53 3.22 2.68 0.09
C -2.61 -0.11 -3.85 0.00
Si -1.35 -1.44 -3.37 0.01
C -0.91 -2.37 -4.96 0.00
C -2.25 -2.66 -2.26 0.00
Se 0.50 -0.53 -2.54 0.04
H -3.33 -0.46 -4.59 0.00
H -2.09 0.76 -4.25 0.00
H -3.16 0.23 -2.96 0.00
H -1.81 -2.71 -5.48 0.00
H -0.29 -3.24 -4.73 0.00
H -0.34 -1.73 -5.63 0.00
H -3.09 -3.13 -2.77 0.00
H -2.65 -2.15 -1.38 0.00
H -1.58 -3.44 -1.92 0.00
Br -0.45 5.71 -4.57 0.00
C 0.57 4.40 -3.62 0.00
C 1.67 3.84 -4.25 0.00
C 2.40 2.88 -3.57 0.00
C 2.04 2.50 -2.29 0.00
C 0.94 3.09 -1.66 0.00
C 0.20 4.06 -2.34 0.00
C 0.56 2.72 -0.24 0.01
O 0.10 3.60 0.48 0.01
O 0.86 1.53 0.11 0.07
H 1.93 4.13 -5.26 0.00
H 3.25 2.41 -4.05 0.00
H 2.57 1.71 -1.77 0.00
H -0.64 4.53 -1.84 0.00
```

* net charge: -2
* HOMO-LUMO gap (alpha / beta): 6.692 / 4.669 eV
* LUMO level (alpha / beta): 0.14162 / 0.06707 hartree
* ⟨S²⟩: 8.80
* 2S+1: 6


Model Q:
C26H23BrF4FeN4O4PS2SeSi as an isolated structure, computed with ωB97M-V with the def2-TZVPD basis set.

```
68
Properties=species:S:1:pos:R:3:lowdin_spin:R:1
Fe 0.11 0.41 0.96 3.65
C -2.77 -1.72 5.07 0.00
C -2.46 -1.91 3.60 0.00
O -1.07 -2.12 3.36 0.00
P 0.02 -0.95 3.33 0.00
S 1.46 -1.48 2.08 0.05
S -0.76 0.89 3.22 0.05
O 0.56 -1.13 4.87 0.00
C 1.34 -0.13 5.52 0.00
C 2.78 -0.07 5.04 0.00
H -3.85 -1.65 5.21 0.00
H -2.30 -0.80 5.44 0.00
H -2.38 -2.56 5.66 0.00
H -2.79 -1.05 3.02 0.00
H -2.95 -2.80 3.20 0.00
H 1.30 -0.40 6.58 0.00
H 0.85 0.84 5.40 0.00
H 3.22 -1.07 5.04 0.00
H 3.36 0.59 5.70 0.00
H 2.83 0.32 4.02 0.00
F 5.68 -0.53 -1.91 0.00
C 4.45 -1.06 -2.00 0.02
C 4.33 -2.24 -2.66 0.04
F 5.43 -2.77 -3.19 0.01
C 3.09 -2.91 -2.82 0.06
C 1.99 -2.24 -2.21 0.04
C 2.13 -1.08 -1.53 0.02
F 1.01 -0.52 -1.05 0.02
C 3.37 -0.40 -1.38 0.08
C 3.52 0.82 -0.67 0.15
C 2.59 1.27 0.30 0.05
N 1.88 1.63 1.13 0.09
C 4.64 1.69 -0.87 0.02
N 5.52 2.41 -1.05 0.07
F 0.78 -2.77 -2.32 0.01
C 2.97 -4.12 -3.53 0.18
C 4.10 -4.85 -4.03 0.03
N 4.95 -5.50 -4.46 0.09
C 1.72 -4.74 -3.86 0.02
N 0.76 -5.28 -4.21 0.09
C -1.29 2.78 -3.53 0.00
Si -0.42 3.42 -1.99 0.02
C -0.95 5.19 -1.72 0.00
C 1.43 3.41 -2.28 0.00
Se -1.03 2.19 -0.24 0.06
H -1.37 3.56 -4.31 0.00
H -2.29 2.45 -3.26 0.00
H -0.75 1.93 -3.95 0.00
H -0.81 5.80 -2.63 0.00
H -0.38 5.64 -0.91 0.00
H -2.01 5.22 -1.44 0.00
H 1.74 4.10 -3.07 0.00
H 1.77 2.40 -2.55 0.00
H 1.95 3.69 -1.35 0.00
Br -5.87 -0.41 -3.78 0.00
C -5.03 -0.06 -2.09 0.00
C -5.47 1.02 -1.35 0.00
C -4.86 1.27 -0.13 0.00
C -3.82 0.46 0.32 0.00
C -3.40 -0.62 -0.44 0.00
C -4.02 -0.89 -1.66 0.00
C -2.30 -1.55 0.06 0.01
O -2.45 -2.75 -0.11 0.01
O -1.33 -0.97 0.66 0.06
H -6.26 1.65 -1.72 0.00
H -5.17 2.12 0.47 0.00
H -3.31 0.68 1.25 0.00
H -3.70 -1.75 -2.24 0.00
```

* net charge: -2
* HOMO-LUMO gap (alpha / beta): 6.547 / 4.539 eV
* LUMO level (alpha / beta): 0.14427 / 0.06865 hartree
* ⟨S²⟩: 8.81
* 2S+1: 6


Tell me which of them is the least stable. Sure, it is model Q.